Entry a
Molecular formula: C3H7N2O2S
Method: DFT, ωB97M-V/def2-TZVPD

For the HOMO-LUMO gap (alpha / beta), the calculation gives 9.6600 / 9.6599 eV. The spin multiplicity is 1. As for the net charge: +1.

Last column: natural (NBO) charge in e.
Geometry (Å):
1 C 0.578 0.620 -0.106  0.2451
2 C -1.589 -0.180 0.469  -0.2241
3 C -0.713 -1.375 0.766  -0.7016
4 N -0.598 0.913 0.128  -0.4631
5 N 1.539 2.192 -1.082  -0.6317
6 O 0.778 -1.607 -1.302  -0.8559
7 O 2.028 -1.251 0.890  -0.8293
8 S 0.917 -1.115 0.020  2.1518
9 H -2.284 -0.325 -0.269  0.2480
10 H -2.152 0.074 1.348  0.2541
11 H -0.641 -1.590 1.925  0.2978
12 H -1.025 -2.140 0.093  0.2863
13 H -0.973 1.869 0.016  0.4681
14 H 2.517 2.080 -0.798  0.3732
15 H 1.618 1.835 -2.097  0.3814

Entry b
Molecular formula: C3H7N2O2S
Method: DFT, ωB97M-V/def2-TZVPD

For the HOMO-LUMO gap, the calculation gives 9.8326 eV. The spin multiplicity is 1. Its SMILES is CN(C=[NH2+])C=S(=O)=O. As for the net charge: +1.

Last column: natural (NBO) charge in e.
Geometry (Å):
1 C -0.329 0.652 -1.165  0.4047
2 C 0.285 0.953 1.224  -0.5835
3 C -0.720 -1.202 0.398  -0.4442
4 N -0.159 0.094 0.042  -0.3574
5 N -0.812 0.114 -2.279  -0.7421
6 O 2.226 1.135 2.805  -0.7865
7 O 2.206 -0.907 1.298  -0.7956
8 S 1.694 0.359 1.787  2.1465
9 H 0.059 1.733 -1.212  0.2407
10 H 0.096 2.074 1.214  0.3002
11 H -1.274 -1.081 1.328  0.2479
12 H -1.437 -1.622 -0.359  0.2201
13 H 0.094 -1.934 0.534  0.2533
14 H -0.659 0.497 -3.214  0.4500
15 H -1.270 -0.864 -2.401  0.4460

Entry c
Molecular formula: C3H7N2O2S
Method: DFT, ωB97M-V/def2-TZVPD

For the HOMO-LUMO gap (alpha / beta), the calculation gives 8.5111 / 8.5102 eV. The spin multiplicity is 1. Its SMILES is CC(C(N)=[NH2+])=S(=O)=O. As for the net charge: +1.

Last column: natural (NBO) charge in e.
Geometry (Å):
1 C -0.192 1.214 0.295  -0.3654
2 C 0.049 -0.535 0.813  0.5793
3 C -0.234 1.473 -1.145  -0.7124
4 N 0.373 -1.366 -0.135  -0.7391
5 N -0.156 -0.798 2.062  -0.7288
6 O -1.292 3.459 1.065  -0.7851
7 O -1.020 1.622 2.738  -0.8635
8 S -1.127 2.085 1.378  2.0567
9 H -0.902 0.832 -1.723  0.2431
10 H 0.778 1.384 -1.554  0.2582
11 H -0.532 2.512 -1.290  0.2877
12 H 0.495 -1.050 -1.086  0.4399
13 H 0.538 -2.348 0.055  0.4340
14 H -0.440 -0.031 2.688  0.4676
15 H -0.038 -1.728 2.443  0.4278

If you had to bet on the most stable structure above, which would it be? Bet on entry c.